This record from OMol25 describes a 7-piece molecular cluster, C14H43NO7 overall at a distorted geometry. The level of theory is ωB97M-V with the def2-TZVPD basis set.

XYZ file:
```
65
Properties=species:S:1:pos:R:3:forces:R:3:mulliken_charge:R:1
C -4.783007 -1.123846 -4.449055 -0.58 0.91 1.47 -0.80
O -3.398451 -1.177743 -4.713751 0.15 -0.16 0.30 -0.37
C -2.618190 -1.455896 -3.541459 -0.47 0.74 0.79 -0.66
C -2.368532 -0.219939 -2.579540 0.70 -1.37 -0.41 0.51
C -1.405530 0.735738 -3.253166 -0.83 0.84 0.68 -1.29
N -1.710822 -0.719923 -1.340108 -0.20 -0.51 -0.77 -0.40
H -5.041771 -0.309490 -3.772323 0.35 0.74 0.06 0.29
H -5.165230 -1.926047 -3.817808 0.21 -0.95 -0.54 0.33
H -5.446014 -0.924898 -5.291046 0.71 -0.53 -0.50 0.32
H -3.120152 -2.219690 -2.947528 -0.21 -0.29 0.05 0.45
H -1.655844 -1.872549 -3.838760 0.00 0.20 -0.28 0.14
H -3.326398 0.259949 -2.378807 -0.08 0.13 0.02 0.37
H -1.917718 1.153204 -4.120041 0.52 -0.28 -0.45 0.43
H -0.419913 0.294732 -3.402119 -0.20 -0.06 -0.43 0.24
H -1.274792 1.598083 -2.599443 0.22 0.12 0.17 0.27
H -2.249121 -1.397438 -0.819246 -0.36 -0.06 -0.12 0.20
H -1.461082 0.005617 -0.683360 0.05 0.35 -0.11 -0.14
C -1.611787 -1.627499 4.269054 -0.74 0.28 1.27 -1.32
C -0.473534 -0.860939 3.634463 -1.01 1.11 3.39 0.26
O -0.329174 -1.385155 2.440723 1.23 -1.68 -5.24 -0.39
H -1.447453 -2.685229 4.474745 0.66 -0.09 -0.06 0.41
H -2.456455 -1.629765 3.580112 -0.07 0.34 0.00 0.32
H -1.931478 -1.197750 5.218373 -0.12 0.07 0.03 0.37
H 0.477520 -0.869576 4.166924 0.00 -0.04 0.65 -0.13
H -0.764743 0.182372 3.512800 -0.02 0.16 0.09 0.19
H -0.308917 -2.341321 2.523934 0.11 -0.11 -0.24 0.24
C 3.147010 -2.352044 -2.202921 -0.54 -0.75 0.03 -1.06
C 1.657264 -2.554978 -2.023937 0.25 -0.81 0.07 -0.25
O 1.115766 -1.316883 -1.742272 -0.18 0.99 0.16 -0.61
H 3.338709 -1.700797 -3.055690 0.20 -0.22 0.00 0.30
H 3.573084 -3.351732 -2.287668 0.45 0.17 -0.41 0.38
H 3.556113 -1.905605 -1.296593 -0.06 0.11 -0.03 0.17
H 1.459140 -3.292334 -1.246015 0.23 0.08 0.75 0.29
H 1.101962 -3.021343 -2.837729 0.48 0.15 -0.86 0.32
H 0.163345 -1.393512 -1.649400 -1.04 0.13 -0.04 0.24
C 3.295420 -1.002822 2.447439 0.92 -0.26 0.27 -0.84
C 3.754806 -1.178410 3.918265 -1.02 1.67 -1.07 -0.34
O 4.323887 -2.412268 4.123397 0.47 -1.64 -0.16 -0.53
H 2.825592 -0.037954 2.256694 -0.16 0.00 0.32 0.25
H 2.640798 -1.798590 2.092027 -0.08 -0.03 0.23 0.19
H 4.190929 -1.015368 1.826139 0.02 -0.13 -0.16 0.47
H 2.876074 -1.019688 4.543360 -0.07 0.01 0.40 0.20
H 4.480190 -0.390573 4.121339 -0.03 0.26 0.14 0.30
H 4.854969 -2.429770 4.922925 -0.09 0.14 0.01 0.31
C -2.870171 1.769732 1.239200 -0.69 1.30 0.22 -0.77
C -2.340011 3.237860 1.036395 0.08 -3.37 -0.14 -0.14
O -3.410202 4.126673 0.983840 -0.08 0.55 0.38 -0.53
H -3.551980 1.525024 0.424724 0.30 -0.28 -0.27 0.27
H -3.512140 1.733779 2.119347 0.08 0.10 0.27 0.42
H -2.075518 1.038496 1.387235 0.09 0.12 -0.36 -0.07
H -1.831288 3.185129 0.073832 0.53 0.47 0.08 0.19
H -1.652515 3.369436 1.871929 0.18 0.70 -0.11 0.29
H -2.985496 4.984756 1.054010 -0.41 0.37 -0.09 0.32
C 3.758160 3.110273 -0.685682 0.19 -0.04 0.13 -0.93
C 2.540260 3.551384 0.123176 1.01 -0.52 -0.54 -0.26
O 1.396771 3.100899 -0.573953 -0.42 0.93 0.12 -0.48
H 3.772458 2.025193 -0.788174 -0.09 -0.05 -0.13 0.21
H 4.719798 3.391132 -0.256166 -0.01 0.20 0.20 0.37
H 3.682835 3.571464 -1.670423 0.05 -0.17 -0.08 0.26
H 2.591645 4.638456 0.184286 -0.63 0.09 -0.09 0.30
H 2.599838 3.179898 1.146186 -0.20 -0.18 0.13 0.25
H 1.177539 2.202170 -0.317384 0.01 -0.31 0.38 0.25
O 0.500640 0.417648 0.217441 -0.15 1.05 0.33 -0.30
H 0.538139 -0.299474 0.850337 -0.07 -0.31 0.46 0.02
H 0.804766 0.029735 -0.603082 0.45 -0.38 -0.37 0.68
```
Forces are in eV/Å.

Summary:
**SMILES**: COC[C@H](C)N.CCO.CCO.CCO.CCO.CCO.O
**E_LUMO**: 0.017 Ha
**Relative energy (zero: lowest compared OMol25 entry of this formula, charge and spin)**: 1.451 eV
**2S+1**: 1

---

This record from OMol25 describes C30H30NO6Se2SiTl as an isolated structure at a distorted geometry. The level of theory is ωB97M-V with the def2-TZVPD basis set.

XYZ file:
```
71
Properties=species:S:1:pos:R:3:forces:R:3:mulliken_charge:R:1
Tl -0.748806 1.792277 0.725169 -0.35 0.54 -0.25 0.81
O -2.372306 3.623177 4.628569 0.03 0.13 0.31 -0.49
C -1.855106 2.731977 3.759969 -0.79 0.24 -0.65 0.19
O -2.309806 2.654677 2.638069 0.07 0.08 0.48 -0.49
C -0.745406 1.897177 4.251669 0.81 -0.48 0.56 0.61
C -0.324306 1.934577 5.571969 -0.58 0.41 -0.27 -0.89
C 0.803194 1.146077 5.907969 0.29 -0.21 -0.15 -0.08
C 1.408594 0.389377 4.963969 0.10 0.08 0.33 -1.32
C 0.871794 0.342277 3.617369 0.36 -0.40 -0.64 0.29
N -0.204906 1.148677 3.291369 -0.44 0.29 -0.07 -0.13
C 1.431494 -0.449923 2.673169 -0.21 -0.08 0.58 0.40
O 2.596494 -1.158423 2.903769 0.14 0.02 -0.22 -0.80
O 0.856594 -0.625323 1.416769 0.07 0.19 0.15 0.35
H -3.059106 4.112677 4.144469 0.16 -0.23 -0.07 0.36
H -0.814606 2.568077 6.293469 -0.03 0.04 0.00 0.40
H 1.189394 1.167277 6.920969 0.03 -0.02 0.01 0.39
H 2.287394 -0.202023 5.173969 0.02 -0.02 0.10 0.36
H 2.420994 -2.103023 2.769269 0.09 0.21 0.29 0.38
O -1.575206 4.381777 -5.141231 0.36 0.31 -0.27 -0.55
C -2.682806 4.243177 -4.288331 -0.43 -0.09 0.27 -1.42
C -2.359206 3.690777 -2.882731 -0.09 0.18 -0.04 2.11
C -1.125406 4.389777 -2.293331 0.25 -0.63 0.17 -0.45
O -0.997006 5.753177 -2.639231 -0.11 0.70 -0.26 -0.64
C -3.607106 3.962177 -2.044631 -0.30 0.07 0.43 -1.61
Se -3.642706 3.290277 -0.184631 0.32 -0.15 0.26 -0.54
C -2.137906 2.186877 -2.924731 0.35 -0.49 -0.09 -0.87
Se -0.652106 1.506077 -4.016631 0.39 -0.17 -0.42 -0.67
H -1.104906 3.522677 -5.099531 0.23 -0.27 0.01 0.27
H -3.443306 3.585177 -4.743931 0.07 0.07 0.08 0.36
H -3.123606 5.245577 -4.198531 -0.01 -0.16 0.07 0.45
H -0.224406 3.843277 -2.603731 -0.16 0.00 -0.01 0.29
H -1.187906 4.350777 -1.201631 -0.08 -0.01 -0.07 0.10
H -0.925906 5.764677 -3.603731 0.04 -0.06 0.01 0.40
H -4.475506 3.512977 -2.533131 0.01 0.11 -0.15 0.39
H -3.768706 5.039277 -1.963831 -0.02 0.02 -0.13 0.37
H -3.034606 1.689777 -3.301831 -0.14 0.13 0.21 0.39
H -1.943106 1.818677 -1.916431 -0.29 0.12 -0.04 -0.18
C 2.712094 -5.545823 2.817269 -0.04 -0.06 -0.01 -0.32
C 3.502594 -4.992723 1.821869 0.10 -0.19 0.08 -0.73
C 3.032594 -3.927123 1.073569 -0.04 0.15 -0.12 -0.06
C 1.763494 -3.391723 1.294969 -0.17 0.23 -0.31 -0.81
C 0.979094 -3.980623 2.290469 -0.15 0.16 -0.19 0.60
C 1.441594 -5.040323 3.046169 0.05 -0.16 0.16 -0.76
Si 1.082694 -1.852223 0.368969 0.20 -0.79 -0.71 -0.47
C 2.262994 -1.316423 -1.014631 -0.42 -0.14 0.43 0.44
C 2.187194 -1.898223 -2.278031 -0.09 -0.10 0.10 -0.14
C 2.951494 -1.425523 -3.328731 0.06 -0.08 -0.14 -0.68
C 3.808094 -0.355723 -3.133031 0.05 -0.01 -0.06 -0.38
C 3.902594 0.232177 -1.883631 0.13 0.07 -0.06 -0.67
C 3.136894 -0.246923 -0.836631 -0.06 0.01 0.21 -0.13
C -0.556606 -2.405623 -0.398631 0.49 0.21 0.21 0.41
C -1.544106 -1.487623 -0.735431 0.07 0.27 0.13 0.40
C -2.660006 -1.859423 -1.460731 -0.17 0.09 -0.05 -0.67
C -2.821506 -3.176423 -1.853931 -0.02 0.00 0.01 -0.41
C -1.870806 -4.116623 -1.495131 -0.05 -0.20 -0.10 -0.71
C -0.748306 -3.730323 -0.785931 0.22 -0.08 0.14 -0.17
H 3.077194 -6.374223 3.408669 0.05 -0.05 0.03 0.35
H 4.488894 -5.400223 1.636469 0.03 0.05 -0.03 0.37
H 3.664094 -3.489023 0.314169 0.08 0.07 -0.12 0.40
H -0.013206 -3.592023 2.465069 -0.18 0.06 0.10 0.42
H 0.816694 -5.472623 3.817469 -0.02 0.01 0.01 0.37
H 1.495194 -2.712723 -2.442531 -0.10 -0.06 -0.10 0.29
H 2.860094 -1.872123 -4.310031 -0.03 0.00 -0.02 0.35
H 4.385594 0.031777 -3.961131 0.02 0.04 -0.05 0.35
H 4.557294 1.080877 -1.735731 0.01 0.03 0.03 0.38
H 3.197394 0.229677 0.130269 0.00 0.10 0.16 0.35
H -1.437606 -0.452623 -0.428831 -0.07 -0.08 -0.20 -0.41
H -3.391806 -1.113223 -1.726431 -0.07 0.13 -0.04 0.44
H -3.679006 -3.468323 -2.444731 -0.08 -0.01 0.00 0.36
H -1.999806 -5.153923 -1.777731 0.02 -0.04 -0.04 0.36
H -0.003306 -4.470623 -0.523931 0.06 -0.12 0.00 0.34
```
Forces are in eV/Å.

Summary:
**E_LUMO**: 0.142 Ha
**Total charge**: -2
**2S+1**: 1

---

This record from OMol25 describes one molecule with the formula C2H4IN at a distorted geometry. The level of theory is ωB97M-V with the def2-TZVPD basis set.

XYZ file:
```
8
Properties=species:S:1:pos:R:3:forces:R:3:lowdin_spin:R:1
C -0.159424 0.233068 -0.295483 1.06 -0.32 0.72 0.53
C 0.670019 -0.353234 0.742904 -2.26 3.35 4.32 0.09
N 0.011631 1.203604 -1.001202 2.71 0.25 2.54 0.34
I -2.385847 -1.053982 -0.875755 -1.34 -0.61 -0.46 0.97
H -0.065971 -0.526703 1.678393 1.75 -0.08 -2.05 0.00
H 1.463515 0.341386 1.129957 -0.39 -0.69 -0.57 0.03
H 1.005167 -1.222363 0.356427 1.36 -3.09 -0.74 0.00
H -0.539090 1.378223 -1.735241 -2.90 1.18 -3.76 0.04
```
Forces are in eV/Å.

Summary:
**E_LUMO (spin up / spin down)**: 0.036 / -0.117 Ha
**Relative energy (zero: lowest compared OMol25 entry of this formula, charge and spin)**: 0.730 eV
**2S+1**: 3

---

This record from OMol25 describes C15H12F5N2O4ScTe as an isolated structure at a distorted geometry. The level of theory is ωB97M-V with the def2-TZVPD basis set.

XYZ file:
```
40
Properties=species:S:1:pos:R:3:forces:R:3:mulliken_charge:R:1
Sc 0.141023 0.652471 0.630556 0.12 0.39 0.65 1.47
C -2.133366 3.988538 1.194955 -0.14 -0.19 0.02 -0.55
O -3.118557 3.696757 0.207129 0.16 0.08 -0.23 -0.49
C -3.246831 2.465160 -0.362940 -0.09 -0.03 0.16 0.20
C -4.530399 2.159895 -0.789069 0.00 -0.05 0.03 -0.50
C -4.830391 0.958461 -1.417363 -0.02 0.02 0.00 -0.65
C -3.832748 0.031775 -1.615737 -0.01 -0.01 -0.01 -0.98
C -2.527590 0.299236 -1.192816 0.04 -0.06 -0.03 0.71
C -1.508235 -0.705009 -1.468633 0.01 0.02 -0.09 -0.42
N -0.377984 -0.690464 -0.870872 0.11 -0.53 -0.43 0.55
N 0.641411 -1.559857 -1.237905 -0.16 -0.12 -0.08 -1.13
C 1.741964 -1.203901 -0.637765 0.11 0.10 -0.29 0.77
O 1.819917 -0.178360 0.189441 0.93 -0.85 -0.73 -0.87
C 2.990223 -1.930920 -0.957600 -0.01 -0.05 0.14 0.42
C 2.972331 -3.046337 -1.792949 0.00 0.00 0.00 -0.27
C 4.153784 -3.699079 -2.096906 0.01 0.00 0.01 -0.62
C 5.357647 -3.244384 -1.571571 0.00 0.01 0.00 -0.36
C 5.376843 -2.137941 -0.735592 -0.01 -0.01 0.00 -0.64
C 4.194511 -1.482500 -0.425876 0.01 -0.02 0.02 -0.38
C -2.207644 1.539399 -0.583977 0.08 0.16 -0.27 0.91
O -0.930969 1.848254 -0.294303 -1.29 1.15 -0.72 -0.80
H -2.439574 4.939097 1.625576 0.01 -0.02 0.00 0.29
H -1.140678 4.084736 0.767330 0.07 -0.02 -0.06 0.23
H -2.129900 3.230982 1.981980 0.02 -0.04 -0.01 0.20
H -5.297437 2.902919 -0.613589 0.00 0.00 0.01 0.44
H -5.842462 0.755971 -1.738487 0.00 0.00 0.00 0.38
H -4.044273 -0.915735 -2.094998 0.00 0.00 -0.01 0.41
H -1.703147 -1.470605 -2.218382 -0.01 0.01 0.00 0.39
H 2.028077 -3.387000 -2.193349 0.00 0.00 -0.01 0.44
H 4.139600 -4.565760 -2.744602 -0.01 0.00 0.00 0.39
H 6.280719 -3.754916 -1.814009 0.00 -0.01 0.00 0.38
H 6.312845 -1.785778 -0.322608 0.00 0.00 0.00 0.39
H 4.192154 -0.623304 0.230069 0.01 0.01 -0.01 0.44
F 1.292791 -0.772529 3.261781 0.17 -0.23 -0.09 -0.39
Te -0.163949 0.317087 3.562923 0.31 0.32 1.03 2.24
F -1.364744 1.635914 4.010116 -0.31 0.17 -0.03 -0.40
F 0.744251 1.647773 2.388846 -0.09 -0.14 0.62 -0.67
F 0.889337 1.071352 4.864489 0.05 0.04 0.15 -0.36
F -0.866447 -0.836806 4.792611 -0.14 -0.16 0.10 -0.39
O -1.032102 -0.234573 2.084094 0.09 0.04 0.15 -0.81
```
Forces are in eV/Å.

Summary:
**E_LUMO**: -0.050 Ha
**Relative energy (zero: lowest compared OMol25 entry of this formula, charge and spin)**: 0.346 eV
**2S+1**: 1